(1)
The following is a quantum chemistry calculation of a gas-phase ion, C5H10NO (charge +1) at a distorted geometry, from the OMol25 dataset.

Summary:
- Total charge: +1
- Highest occupied orbital energy: -0.5615 Ha
- SMILES: C#[N+][C@@H](C)OCC

CARTESIAN COORDINATES (ANGSTROEM)
C 2.42184 1.71957 0.34687
N 1.93475 0.76800 -0.11883
C 1.07010 -0.38201 -0.40672
C 1.83846 -1.61794 0.16266
O -0.05378 -0.19902 0.28554
C -1.22661 0.41573 -0.54160
C -2.20832 0.88676 0.48463
H 2.75544 2.68357 0.66941
H 1.11603 -0.35760 -1.53149
H 1.19730 -2.36795 -0.40216
H 1.66404 -1.76634 1.22098
H 2.78955 -1.77544 -0.28409
H -0.84880 1.15734 -1.18297
H -1.44828 -0.45608 -1.14571
H -2.63266 0.14954 1.22603
H -1.72893 1.69773 1.08955
H -3.07452 1.38807 0.10604

***

(2)
The following is a quantum chemistry calculation of a gas-phase ion, C5H10NO (charge +1) at a distorted geometry, from the OMol25 dataset.

Summary:
- Total charge: +1
- Highest occupied orbital energy: -0.5212 Ha
- SMILES: CC/[NH+]=C/C=C/O

CARTESIAN COORDINATES (ANGSTROEM)
C 2.19316 -0.67520 0.58609
C 1.44835 0.22613 -0.45644
N -0.07467 0.18834 -0.37600
C -0.84276 1.18955 -0.07752
C -2.22596 1.06547 0.05242
C -2.67273 -0.21635 0.10552
O -3.97062 -0.53168 0.26907
H 2.29523 -1.65358 0.17724
H 3.22850 -0.35412 0.65502
H 1.67574 -0.72600 1.50270
H 1.77173 -0.09906 -1.44970
H 1.77146 1.35545 -0.40311
H -0.38895 -0.72543 -0.60111
H -0.28796 2.14509 -0.17437
H -2.92320 1.86858 0.15865
H -2.10590 -1.06936 -0.18886
H -4.05439 -1.41922 -0.18092

***

(3)
The following is a quantum chemistry calculation of 2 unconnected molecules or ions with the total composition C5H10NO2 at a distorted geometry, from the OMol25 dataset.

Summary:
- Total charge: -1
- Highest occupied orbital energy: -0.1514 Ha

CARTESIAN COORDINATES (ANGSTROEM)
N 0.92067 1.07985 2.69542
C 0.80572 1.25716 1.27890
O -0.04531 2.08844 0.90451
O 1.55696 0.53623 0.58183
H 1.79681 0.67716 2.97071
H 0.56634 1.85890 3.22395
C -0.95065 -2.31565 -2.22016
C -0.85048 -1.17786 -1.23456
C -1.16394 -1.34678 0.05107
C -0.28903 0.11357 -1.78796
H -1.30278 -1.96918 -3.19436
H -1.62910 -3.05322 -1.78464
H 0.02840 -2.77275 -2.39082
H -0.88061 -0.55101 0.72270
H -1.59664 -2.29263 0.35662
H -0.24342 0.91250 -1.04706
H -0.82530 0.46616 -2.67462
H 0.77728 0.00294 -2.01057

***

(4)
The following is a quantum chemistry calculation of a gas-phase ion, C5H10NO2 (charge -1) at a distorted geometry, from the OMol25 dataset.

Summary:
- Total charge: -1
- Highest occupied orbital energy: -0.0913 Ha
- SMILES: O=CNCCCC[O-]

CARTESIAN COORDINATES (ANGSTROEM)
O -2.93166 1.10503 -2.18911
C -2.37340 0.66019 -1.19714
N -1.63545 1.55525 -0.44326
C -0.55468 0.99555 0.42536
C 0.51549 0.15316 -0.37736
C 0.70756 -1.28054 0.00240
C 1.98735 -1.23171 1.22188
O 2.86602 -0.27467 1.06498
H -2.42934 -0.32653 -0.72452
H -1.40306 2.42073 -0.90075
H -0.05036 1.83902 0.85616
H -0.92399 0.25745 1.13592
H 1.45429 0.75433 -0.34232
H 0.17836 0.24981 -1.42974
H -0.14610 -1.64314 0.55801
H 1.10192 -1.92360 -0.78282
H 1.23703 -1.05911 2.01668
H 2.40001 -2.25123 1.10565

***

(5)
The following is a quantum chemistry calculation of a gas-phase ion, C5H10NO2 (charge -1) at a distorted geometry, from the OMol25 dataset.

Summary:
- Total charge: -1
- Highest occupied orbital energy: -0.1006 Ha
- SMILES: CN[C@H](C[O-])CC=O

CARTESIAN COORDINATES (ANGSTROEM)
C -1.86386 1.85084 1.13915
N -0.89427 1.80102 -0.01415
C 0.09729 0.74280 0.00745
C 1.19692 0.73382 -1.11672
O 1.96819 -0.29887 -0.71264
C -0.60594 -0.67258 -0.16113
C 0.24179 -1.71828 0.43705
O 0.19857 -2.91644 0.29879
H -1.20194 1.81304 1.99271
H -2.64450 1.12957 1.20068
H -2.22755 2.84998 1.30379
H -1.36285 1.95464 -0.87707
H 0.69046 0.68894 0.94152
H 1.76341 1.62845 -1.12822
H 0.72400 0.54036 -2.04660
H -1.67738 -0.92338 0.19242
H -0.60837 -0.87296 -1.27912
H 1.07340 -1.31289 1.27491

***

(6)
The following is a quantum chemistry calculation of 2 unconnected molecules or ions with the total composition C5H10NO2 at a distorted geometry, from the OMol25 dataset.

Summary:
- Total charge: -1
- Highest occupied orbital energy: -0.1497 Ha

CARTESIAN COORDINATES (ANGSTROEM)
N 2.40600 1.61825 -2.25952
C 1.56866 1.13294 -1.20317
O 1.11063 1.98235 -0.43157
O 1.35257 -0.11657 -1.15466
H 2.71074 2.58001 -2.25284
H 2.44914 1.12497 -3.14686
C -1.05952 -0.05651 0.65933
C -0.90294 -1.37194 0.98172
C 0.45232 -2.03612 1.11302
C -2.37486 0.67759 0.73793
H -0.18341 0.47549 0.29780
H -1.80220 -1.98651 1.22579
H 0.74524 -2.17126 2.16765
H 0.46146 -3.00311 0.59408
H 1.17357 -1.46389 0.49683
H -3.22250 -0.03117 0.71960
H -2.48466 1.27922 -0.17107
H -2.40023 1.36625 1.62593

***

(7)
The following is a quantum chemistry calculation of a gas-phase ion, C5H10NO2 (charge -1) at a distorted geometry, from the OMol25 dataset.

Summary:
- Total charge: -1
- Highest occupied orbital energy: -0.0882 Ha
- SMILES: CN/C([O-])=C/CCO

CARTESIAN COORDINATES (ANGSTROEM)
C -0.09794 0.19233 3.01382
N 0.88103 0.40745 1.96069
C 0.52893 0.16796 0.57657
O 1.52030 -0.32658 -0.05109
C -0.77379 0.39764 0.18848
C -1.52632 0.11878 -1.08307
C -0.80716 -0.77688 -2.09794
O 0.39096 -0.24589 -2.54296
H -0.29577 -0.86176 3.25978
H -1.04054 0.65727 2.74544
H 0.29494 0.62136 3.93092
H 1.66576 -0.20961 2.10690
H -1.36374 0.93733 0.91602
H -2.50271 -0.35304 -0.87843
H -1.81476 1.00302 -1.68824
H -0.70423 -1.76044 -1.58499
H -1.42206 -1.07805 -2.94183
H 1.04544 -0.32743 -1.79291

***

Number 1: gap between HOMO and LUMO 0.39673 Eh. Number 2: gap between HOMO and LUMO 0.33523 Eh. Number 3: gap between HOMO and LUMO 0.29298 Eh. Number 4: gap between HOMO and LUMO 0.22736 Eh. Number 5: gap between HOMO and LUMO 0.23915 Eh. Number 6: gap between HOMO and LUMO 0.30234 Eh. Number 7: gap between HOMO and LUMO 0.23965 Eh.